1.
87
Properties=species:S:1:pos:R:3:forces:R:3:lowdin_spin:R:1 method="wB97M-V/def2-TZVPD" energy_ha=-7428.976886 de_lowest_kj_mol=52.1 spin_multiplicity=2 charge=+4 gap_ha="0.27335 / 0.22374"
W -0.2927 0.8905 0.4321 -0.1914 -0.5778 -0.9440 0.622
C 4.2286 2.0706 1.0293 0.0071 -0.0044 0.0083 0.001
C 3.2446 2.8327 0.1571 -0.0484 0.0814 -0.1750 0.002
C 3.3479 4.3570 0.4548 0.0092 0.0013 -0.0116 0.003
C 1.7787 2.5727 0.3554 0.0295 -0.0790 0.4049 0.021
C 0.8383 2.8608 -0.6481 -0.1236 0.1631 0.1818 0.026
C -0.5188 3.1380 -0.3466 0.1135 0.4261 0.0949 0.032
C -0.9325 3.2938 0.9967 -0.0950 -0.0236 -0.0896 0.001
C -2.1774 4.0193 1.3598 0.0460 0.0219 -0.0023 0.000
C -0.0883 2.7053 1.9529 0.1270 0.0946 0.0301 0.005
C 1.2176 2.2558 1.6173 0.1205 0.4688 0.2638 0.007
H 5.2291 2.4531 0.8313 0.0027 -0.0006 0.0122 0.000
H 4.2420 1.0033 0.8274 -0.0037 0.0082 -0.0073 0.000
H 4.0413 2.2222 2.0943 -0.0032 0.0044 -0.0013 0.000
H 3.4820 2.7042 -0.9021 0.0108 -0.0256 0.0092 0.000
H 3.1667 4.5579 1.5121 -0.0063 0.0066 -0.0044 0.000
H 2.6613 4.9558 -0.1447 0.0043 -0.0103 -0.0130 0.000
H 4.3620 4.6773 0.2177 0.0018 -0.0057 0.0107 0.001
H 1.1727 2.9920 -1.6672 0.0236 -0.0778 -0.0267 -0.001
H -1.1868 3.4364 -1.1462 -0.0086 -0.0648 -0.0249 0.000
H -1.8863 5.0702 1.4858 -0.0194 0.0028 -0.0025 -0.001
H -2.6024 3.6845 2.3040 0.0014 0.0058 0.0070 0.000
H -2.9270 3.9758 0.5726 -0.0052 0.0035 0.0000 0.001
H -0.3898 2.7024 2.9893 -0.0665 -0.0775 -0.0024 0.001
H 1.8648 1.9208 2.4190 0.0015 -0.1062 -0.0376 0.000
C -0.5277 0.7174 4.3772 0.0487 -0.1214 0.0323 0.002
As -0.0491 -0.3301 2.8176 0.0594 0.0427 0.1307 0.004
C -0.9644 -1.9926 3.1834 0.0612 0.0748 0.0689 0.002
C 1.8231 -0.7367 3.0290 -0.0534 -0.0118 0.1379 -0.002
C 2.3458 -0.9564 4.3014 0.0331 0.0025 0.0199 -0.001
C 3.6742 -1.3362 4.4449 0.0063 0.0008 -0.0262 0.000
C 4.4751 -1.5124 3.3232 -0.0255 0.0090 0.0171 0.000
C 3.9550 -1.3001 2.0526 0.0373 -0.0222 0.0280 -0.001
C 2.6321 -0.8980 1.9089 0.0638 -0.0182 -0.1509 -0.001
As 1.8007 -0.7687 0.1731 -0.1081 -0.1334 0.0881 -0.006
C 1.4847 -2.6522 -0.1662 0.1233 0.0591 0.0153 -0.001
C 3.0741 -0.3496 -1.2194 -0.0097 -0.0861 0.0769 0.000
H 0.2384 1.4566 4.6034 -0.0111 0.0115 0.0188 0.000
H -0.5975 0.0239 5.2155 0.0016 0.0156 0.0123 0.000
H -1.5015 1.1836 4.2381 -0.0160 -0.0089 -0.0078 0.000
H -0.4594 -2.3973 4.0620 -0.0390 -0.0172 0.0096 0.000
H -0.8976 -2.6957 2.3620 0.0257 -0.0352 -0.0029 0.000
H -2.0033 -1.7841 3.4290 -0.0086 0.0255 -0.0106 0.000
H 1.7367 -0.8396 5.1900 -0.0154 0.0040 -0.0151 0.000
H 4.0809 -1.5014 5.4339 0.0063 -0.0009 -0.0015 0.000
H 5.5066 -1.8192 3.4366 0.0002 -0.0004 0.0015 0.000
H 4.5990 -1.4515 1.1940 -0.0195 0.0017 -0.0138 0.000
H 2.4785 -3.1024 -0.1261 -0.0174 -0.0300 -0.0035 0.000
H 1.0448 -2.8356 -1.1412 -0.0572 0.0369 -0.0467 0.000
H 0.8767 -3.0857 0.6240 -0.0151 -0.0140 -0.0113 0.000
H 4.0136 -0.8491 -0.9835 0.0145 0.0083 -0.0373 0.000
H 3.2388 0.7143 -1.3332 -0.0031 0.0122 0.0039 0.000
H 2.6791 -0.7649 -2.1455 -0.0040 -0.0027 -0.0059 0.000
C -4.2256 -3.7985 0.7142 -0.0073 -0.0186 0.0279 0.000
C -4.4573 -2.4735 1.3808 -0.0348 0.1078 0.0184 0.000
O -4.3690 -1.3754 0.3722 0.0538 -0.1263 -0.1387 0.000
P -3.1929 -0.5205 -0.1113 -0.0309 0.0933 0.3189 0.013
S -2.6834 1.0214 1.1186 0.0406 0.0821 -0.0902 0.084
S -1.3530 -1.4009 -0.0275 0.0621 0.0402 -0.0821 -0.011
O -3.5782 0.0242 -1.4977 0.0307 -0.0772 -0.0352 0.005
C -4.7601 -0.4132 -2.3363 -0.0349 0.0172 0.0237 0.001
C -4.7969 0.4747 -3.5424 0.0040 0.0098 -0.0052 0.001
H -4.3869 -4.5882 1.4498 0.0026 0.0027 -0.0039 0.000
H -3.2054 -3.8963 0.3377 -0.0006 0.0070 -0.0135 0.000
H -4.9337 -3.9568 -0.0975 0.0003 0.0006 -0.0050 0.000
H -3.7388 -2.2432 2.1642 0.0024 -0.0240 0.0122 0.000
H -5.4640 -2.3658 1.7721 -0.0015 -0.0056 0.0036 0.000
H -5.6371 -0.3121 -1.7035 -0.0051 0.0012 -0.0104 0.000
H -4.5936 -1.4610 -2.5765 0.0028 -0.0037 -0.0008 0.000
H -4.9521 1.5157 -3.2645 0.0029 -0.0015 -0.0011 0.000
H -5.6364 0.1672 -4.1677 -0.0042 -0.0043 0.0055 0.000
H -3.8860 0.3854 -4.1339 -0.0004 -0.0005 -0.0022 0.000
S -0.3909 0.9205 -2.1157 -0.1554 -0.3150 -0.0085 0.143
C -0.1162 -0.4450 -3.2397 0.1208 0.2860 -0.2424 0.019
N -0.5713 -1.6711 -3.1319 -0.0393 0.0062 0.2306 0.008
C -0.4426 -2.6787 -4.2120 -0.0628 0.0057 0.0064 0.001
C -0.3600 -1.9711 -5.5518 0.0056 0.0032 -0.0095 0.001
C 0.7340 -0.9211 -5.5108 -0.0195 0.0197 0.0128 0.002
N 0.5347 -0.0600 -4.3229 0.0049 -0.1005 0.0794 0.015
H -1.1055 -1.8851 -2.3009 0.0260 -0.0246 -0.0637 0.000
H -1.3200 -3.3192 -4.1536 0.0160 -0.0205 -0.0019 0.000
H 0.4401 -3.2919 -4.0241 0.0152 0.0136 -0.0014 0.001
H -1.3193 -1.5086 -5.7900 0.0074 0.0131 -0.0015 0.000
H -0.1434 -2.6937 -6.3367 0.0049 -0.0061 0.0064 0.000
H 0.7112 -0.2760 -6.3862 -0.0111 -0.0077 -0.0050 0.000
H 1.7254 -1.3721 -5.4466 -0.0041 -0.0127 -0.0147 0.001
H 0.8409 0.9009 -4.3663 0.0030 0.0019 -0.0165 0.000

=====

2.
13
Properties=species:S:1:pos:R:3:forces:R:3:lowdin_charge:R:1 method="wB97M-V/def2-TZVPD" energy_ha=-232.336605 de_lowest_kj_mol=286.3 charge=0 smiles="C=CC.C=O" gap_ha=0.35281
C 2.0265 -0.3319 -0.3746 -1.5562 0.1204 -0.5117 -0.044
C 2.1662 -1.1193 -1.4499 1.9761 0.3934 -0.8787 -0.233
C 3.4898 -0.9682 -2.2173 -1.0105 -0.3512 -1.4963 -0.134
H 1.4681 -0.6808 0.4965 -0.5400 0.5985 -0.4117 0.044
H 2.2107 0.7595 -0.5326 1.0031 -1.1486 0.8980 0.075
H 1.6036 -1.9675 -1.8422 -0.0115 -0.3525 1.2873 0.088
H 3.4606 -1.2173 -3.3157 -0.2237 0.2674 0.9503 0.073
H 4.1329 -1.7351 -1.7677 0.1249 0.3601 -0.0477 0.072
H 3.9169 0.0209 -2.1084 0.2352 0.1122 0.2114 0.059
C -4.0261 0.7422 1.8244 -2.4499 1.5026 0.5891 -0.140
O -3.7312 1.7595 2.4035 0.7970 -0.6754 -0.3342 -0.008
H -3.8889 0.5816 0.7615 1.0430 -0.2190 -0.5161 0.070
H -4.8481 0.1316 2.2503 0.6127 -0.6079 0.2604 0.079

=====

3.
92
Properties=species:S:1:pos:R:3:forces:R:3:lowdin_spin:R:1 method="wB97M-V/def2-TZVPD" energy_ha=-3518.291012 spin_multiplicity=4 charge=+1 gap_ha="0.24182 / 0.17159"
C 2.6724 -0.0073 -1.0119 1.0297 -0.2415 -0.6255 -0.005
C 0.9185 1.0656 -2.1573 -1.2475 -0.4906 -0.1249 0.013
C 3.5091 0.0590 -2.1202 -0.0987 -0.6342 1.6011 0.027
C 1.8049 1.3092 -3.2497 0.7553 -0.1879 -0.4014 0.025
C 3.0884 0.7972 -3.2236 -1.1639 0.9249 -0.5511 -0.004
H 4.4648 -0.4545 -2.0674 -0.1193 0.1484 -0.1839 0.002
H 1.3789 1.8296 -4.1116 0.4137 -0.1964 0.2145 0.001
H 3.7574 0.9599 -4.0584 -0.0415 -0.0403 -0.0569 -0.001
N 1.4788 0.6119 -0.9799 -0.3238 0.2827 -0.5771 0.073
P 2.0771 -0.1484 1.6489 2.3278 -1.3888 0.4036 0.055
P -1.8915 0.9112 -1.3475 -0.2909 0.6084 -0.8830 0.121
C 3.0185 -0.8613 0.2054 -0.0564 0.0633 -0.1706 -0.001
H 2.6954 -1.9031 0.0224 -0.1121 0.6028 -0.0096 -0.001
H 4.1051 -0.9351 0.3701 -0.4680 0.1686 -0.0900 0.000
C -1.1660 0.3570 1.5668 -6.8333 0.9944 4.5272 0.017
O -2.0996 0.5076 2.2513 2.8992 -0.7573 -2.0314 -0.018
C -0.4817 1.0967 -2.3704 1.3675 1.7111 -0.6722 0.059
H -0.7162 1.3790 -3.4155 0.1667 -0.0479 0.6707 0.002
C -2.9189 -0.1444 -2.6743 0.0383 0.4816 0.6493 0.021
C -2.8502 2.5888 -1.1023 0.1846 -0.5334 -0.2280 0.032
C 1.8752 -1.6051 2.8648 0.2195 0.3043 0.0414 0.012
C 3.3573 1.1302 2.2375 -0.1594 -0.1674 0.1413 0.016
C -3.7042 -1.1050 -1.7735 -0.1896 -0.2481 -0.2897 0.006
H -4.4885 -0.5784 -1.2091 0.2558 -0.1773 -0.1346 0.000
H -4.1839 -1.8942 -2.3755 -0.0048 0.1552 0.1574 0.000
H -3.0311 -1.5889 -1.0523 -0.3131 0.2035 -0.1607 0.002
C -3.8602 0.6336 -3.6059 -0.1784 -0.1674 -0.1249 0.005
H -4.6339 1.2104 -3.0889 0.2641 -0.1680 -0.2406 0.000
H -3.3038 1.2957 -4.2853 -0.1697 -0.2046 0.2433 0.000
H -4.3840 -0.1047 -4.2384 0.1387 0.1879 0.1517 0.001
C -1.9474 -0.8931 -3.6030 -0.0291 -0.1512 0.0588 0.000
H -2.4912 -1.6833 -4.1455 0.0249 0.2210 0.1905 0.001
H -1.5204 -0.2248 -4.3663 -0.0984 -0.3033 0.3719 0.000
H -1.1218 -1.3526 -3.0423 -0.1962 0.1746 -0.4432 -0.001
C -4.2751 2.2340 -0.6222 0.1432 0.0946 -0.0010 0.002
H -4.2312 1.6209 0.2924 -0.0566 0.1967 -0.2190 0.001
H -4.8110 3.1685 -0.3910 0.0871 -0.2676 -0.0090 0.000
H -4.8617 1.6880 -1.3720 0.1966 0.2481 0.3566 0.000
C -2.1585 3.3936 0.0049 0.0023 -0.0034 0.0893 0.000
H -2.1901 2.8698 0.9677 -0.0662 0.0661 -0.2181 0.000
H -1.1094 3.6121 -0.2348 -0.2269 -0.0650 -0.0526 0.000
H -2.6855 4.3561 0.1312 0.1430 -0.2948 -0.0720 0.000
C -2.8554 3.4610 -2.3606 -0.2530 0.1425 -0.0325 0.006
H -3.4125 3.0185 -3.1932 0.2217 0.1877 0.2830 0.000
H -3.3493 4.4144 -2.1050 0.1758 -0.1990 -0.1637 0.002
H -1.8319 3.6798 -2.6935 -0.2333 -0.0555 0.0802 0.001
C 2.8677 1.7312 3.5615 0.1907 0.1877 0.1916 0.001
H 3.6066 2.4783 3.8885 -0.1981 -0.1517 0.0112 0.000
H 1.9067 2.2398 3.4402 0.3005 -0.2039 0.1087 0.000
H 2.7739 0.9831 4.3590 0.0098 0.2849 -0.2076 0.000
C 3.4568 2.2405 1.1755 -0.1243 0.0774 -0.0662 -0.001
H 3.8838 1.8667 0.2350 -0.1376 0.1275 0.2327 0.000
H 2.4787 2.6906 0.9737 0.3842 -0.0832 -0.0940 0.000
H 4.1249 3.0291 1.5551 -0.1381 -0.2241 -0.0515 0.000
C 4.7737 0.5500 2.4200 0.0449 0.0330 0.2210 0.006
H 5.4267 1.3705 2.7591 -0.1696 -0.2089 -0.1349 0.001
H 4.8200 -0.2354 3.1809 0.0666 0.3072 -0.2742 0.000
H 5.1932 0.1675 1.4809 -0.0782 0.1641 0.3079 0.000
C 1.7601 -2.9125 2.0686 -0.0732 -0.0283 0.0126 0.000
H 2.7237 -3.2180 1.6356 -0.2941 0.0944 0.1139 0.000
H 1.4362 -3.7242 2.7417 0.0473 0.2838 -0.1440 0.000
H 1.0193 -2.8221 1.2635 0.2450 -0.0044 0.2554 0.000
C 0.5628 -1.3718 3.6359 0.0434 -0.0873 0.0785 0.002
H -0.3146 -1.3867 2.9741 0.3068 -0.1016 0.2106 0.000
H 0.4385 -2.1753 4.3780 0.0008 0.2314 -0.1581 0.000
H 0.5695 -0.4124 4.1711 -0.0233 -0.1636 -0.0825 0.000
C 3.0305 -1.7505 3.8600 -0.0734 -0.3750 0.2465 0.003
H 3.9729 -1.9961 3.3534 -0.2656 0.0946 0.1725 0.000
H 3.1591 -0.8648 4.4933 0.0650 -0.3394 -0.1986 0.000
H 2.7971 -2.5953 4.5288 0.0742 0.2099 -0.1468 0.001
Co 0.2311 0.3789 0.5140 2.1826 2.3964 -1.1164 2.380
N -0.2368 -1.2016 -0.2998 -1.8893 -4.9356 -3.2823 0.061
C -0.7001 -2.0681 -0.9464 1.4077 -0.5355 3.3249 0.004
C -1.0787 -3.5877 -1.0454 -0.3608 0.3400 -0.8317 -0.001
C -1.4191 -3.9332 -2.4884 -0.1341 -0.1143 -0.3821 0.001
C 0.0934 -4.4624 -0.6015 0.6162 0.2151 0.2626 -0.001
C -2.2641 -3.9106 -0.1255 -0.1959 0.3528 0.3633 0.000
H -2.3150 -3.4040 -2.8322 0.3131 -0.1314 0.0565 0.000
H -0.5711 -3.6988 -3.1483 -0.3250 -0.0758 0.0750 0.000
H -1.6203 -5.0085 -2.5549 0.0560 0.1865 0.0264 0.000
H 0.1937 -4.4478 0.4915 0.1345 0.0327 -0.3801 0.000
H -0.0973 -5.5067 -0.8843 -0.1017 0.3616 -0.0578 0.000
H 1.0288 -4.1463 -1.0827 -0.1275 -0.1336 0.2301 0.000
H -2.3758 -5.0031 -0.0630 0.1403 0.3072 -0.1213 0.000
H -2.0793 -3.5378 0.8978 -0.1534 -0.1172 -0.3910 0.000
H -3.2062 -3.5033 -0.5074 0.2185 -0.0854 0.1930 0.000
C -0.4271 4.2484 3.2421 -0.1833 0.5981 0.6797 0.001
C 0.0125 3.1918 2.3766 0.9310 -2.4159 -2.7441 0.012
N 0.3459 2.3730 1.6041 -0.9658 2.7221 2.2836 0.054
H -0.3583 5.2101 2.7109 -0.0323 -0.3317 0.1756 0.000
H 0.2093 4.2845 4.1397 -0.1978 0.0259 -0.2812 0.000
H -1.4687 4.0764 3.5547 0.3371 0.0360 -0.1521 0.000